Record 1
This record from the OMol25 dataset describes C40H49IN6O2SSbSr as an isolated structure at a distorted geometry. The level of theory is ωB97M-V/def2-TZVPD.

Cartesian coordinates (Å):
Sr -0.02 -1.06 0.42
O 1.48 0.08 -1.04
C 1.66 0.36 -2.27
C 2.90 0.86 -2.75
C 3.08 1.24 -4.06
C 2.04 1.14 -5.01
C 0.84 0.61 -4.59
C 0.61 0.19 -3.27
C -0.66 -0.47 -3.03
N -1.12 -0.95 -1.94
C -2.39 -1.67 -1.93
C -2.29 -2.95 -1.08
N -2.06 -2.62 0.31
C -3.01 -2.71 1.16
C -2.99 -2.31 2.56
C -4.01 -2.86 3.36
C -4.08 -2.64 4.72
C -3.08 -1.84 5.31
C -2.09 -1.26 4.56
C -2.01 -1.44 3.15
O -1.14 -0.82 2.45
H 3.71 0.96 -2.03
H 4.04 1.64 -4.37
H 2.18 1.46 -6.03
H 0.03 0.49 -5.31
H -1.26 -0.58 -3.95
H -2.73 -1.89 -2.95
H -3.15 -1.04 -1.45
H -1.45 -3.55 -1.45
H -3.22 -3.53 -1.21
H -3.95 -3.20 0.85
H -4.76 -3.49 2.88
H -4.86 -3.08 5.31
H -3.10 -1.68 6.38
H -1.31 -0.66 5.02
I -0.13 -4.32 3.16
C 1.28 -4.73 1.69
C 2.33 -5.59 2.00
C 3.28 -5.83 1.02
C 3.14 -5.22 -0.22
C 2.05 -4.38 -0.42
N 1.13 -4.14 0.52
H 2.40 -6.02 2.98
H 4.12 -6.48 1.22
H 3.86 -5.37 -1.01
H 1.92 -3.86 -1.36
N -0.08 -3.12 -8.62
C 0.23 -3.13 -7.51
C 0.61 -3.14 -6.12
C 1.66 -2.37 -5.67
C 1.98 -2.41 -4.32
N 1.33 -3.17 -3.44
C 0.33 -3.92 -3.90
C -0.08 -3.94 -5.22
H 2.21 -1.72 -6.34
H 2.77 -1.78 -3.93
H -0.18 -4.54 -3.16
H -0.91 -4.56 -5.53
S 2.58 -1.56 2.14
C 2.13 -1.06 3.67
N 1.82 -0.71 4.74
C 0.45 2.50 4.21
C -0.58 3.10 3.25
C -1.93 2.42 3.52
C -0.72 4.60 3.53
Sb 0.05 2.43 1.26
C -1.52 3.22 -0.08
C -1.03 3.22 -1.53
C -2.08 4.60 0.26
C -2.64 2.18 0.01
C 1.90 3.55 0.88
C 2.99 2.59 1.36
C 2.03 4.88 1.61
C 2.10 3.79 -0.62
H 0.15 2.69 5.24
H 1.45 2.94 4.07
H 0.55 1.41 4.09
H -2.17 2.51 4.59
H -1.92 1.36 3.26
H -2.74 2.91 2.96
H -1.12 4.72 4.55
H -1.39 5.10 2.85
H 0.24 5.11 3.51
H -0.40 4.07 -1.75
H -1.90 3.26 -2.20
H -0.47 2.31 -1.78
H -1.30 5.36 0.33
H -2.64 4.59 1.20
H -2.78 4.92 -0.53
H -2.31 1.21 -0.40
H -3.50 2.50 -0.59
H -2.99 2.00 1.03
H 2.90 2.36 2.43
H 3.98 3.04 1.19
H 2.95 1.63 0.83
H 2.07 4.75 2.69
H 1.22 5.57 1.37
H 2.98 5.36 1.31
H 1.88 2.90 -1.22
H 3.15 4.05 -0.80
H 1.48 4.61 -0.98

Values from the calculation:
- Multiplicity: 1
- HOMO: -0.1727 hartree
- Charge: -1
- Lowest unoccupied orbital energy: 0.054 Ha
- Frontier orbital gap: 6.17 eV

---

Record 2
This record from the OMol25 dataset describes a 11-piece molecular cluster, C42H116N10O11 overall at a distorted geometry. The level of theory is ωB97M-V/def2-TZVPD.

Cartesian coordinates (Å):
C 2.49 -3.01 6.33
O 2.26 -3.41 5.00
C 3.42 -3.62 4.20
C 4.10 -2.29 3.88
C 3.18 -1.12 3.45
N 5.21 -2.43 2.91
H 2.78 -1.96 6.36
H 3.23 -3.66 6.80
H 1.54 -3.09 6.85
H 4.08 -4.22 4.83
H 3.27 -4.15 3.26
H 4.47 -1.86 4.82
H 3.76 -0.42 2.85
H 2.72 -0.64 4.31
H 2.33 -1.50 2.88
H 5.90 -3.08 3.31
H 5.73 -1.56 3.05
C 2.53 -1.54 -2.89
O 3.16 -0.63 -3.78
C 2.34 0.48 -4.09
C 3.04 1.37 -5.11
C 4.41 1.86 -4.69
N 2.16 2.54 -5.33
H 2.73 -1.21 -1.87
H 2.98 -2.53 -2.98
H 1.45 -1.61 -3.01
H 1.37 0.13 -4.46
H 2.17 1.05 -3.17
H 3.14 0.92 -6.10
H 5.07 1.02 -4.49
H 4.33 2.44 -3.77
H 4.80 2.52 -5.47
H 2.58 3.14 -6.03
H 1.25 2.23 -5.65
C -6.85 -3.68 -2.16
O -5.94 -3.04 -1.31
C -4.60 -3.35 -1.62
C -3.61 -2.73 -0.63
C -3.84 -1.24 -0.34
N -2.24 -2.92 -1.19
H -7.86 -3.39 -1.87
H -6.73 -4.76 -2.18
H -6.79 -3.28 -3.19
H -4.46 -4.42 -1.74
H -4.36 -2.85 -2.57
H -3.61 -3.36 0.25
H -3.10 -1.01 0.43
H -4.85 -1.06 0.01
H -3.54 -0.64 -1.20
H -1.57 -2.44 -0.56
H -2.22 -2.38 -2.06
C -1.02 0.49 6.46
O -1.55 -0.57 5.71
C -0.63 -1.19 4.86
C -1.22 -2.33 4.06
C -1.79 -3.47 4.95
N -0.16 -2.90 3.22
H -0.16 0.21 7.08
H -1.82 0.90 7.06
H -0.69 1.24 5.72
H -0.25 -0.47 4.12
H 0.29 -1.49 5.40
H -2.04 -1.89 3.49
H -2.38 -4.10 4.28
H -2.51 -3.01 5.63
H -1.00 -4.03 5.44
H 0.59 -3.31 3.77
H -0.63 -3.71 2.78
C 3.04 7.08 1.88
O 2.42 7.19 0.63
C 1.43 6.19 0.53
C 0.87 6.01 -0.89
C -0.12 7.14 -1.29
N 0.14 4.75 -0.96
H 3.60 6.13 1.96
H 2.36 7.10 2.75
H 3.74 7.90 2.03
H 1.91 5.23 0.77
H 0.60 6.28 1.23
H 1.64 6.07 -1.67
H -0.93 7.08 -0.55
H -0.47 6.98 -2.30
H 0.29 8.15 -1.18
H 0.83 4.02 -0.74
H 0.03 4.57 -1.97
C -1.13 1.52 -7.05
O -0.81 2.15 -5.83
C -1.73 3.10 -5.35
C -1.41 3.48 -3.91
C -2.38 4.55 -3.41
N -0.08 4.12 -3.82
H -1.18 2.27 -7.84
H -2.10 1.02 -7.08
H -0.37 0.77 -7.28
H -1.66 3.97 -6.01
H -2.75 2.70 -5.37
H -1.43 2.62 -3.23
H -2.33 5.41 -4.08
H -2.15 4.82 -2.39
H -3.41 4.18 -3.48
H 0.69 3.60 -4.28
H -0.10 4.99 -4.35
C -2.48 -0.03 -3.96
O -2.56 -1.45 -3.90
C -1.67 -1.98 -4.90
C -2.00 -3.49 -4.86
C -1.14 -4.42 -5.69
N -3.41 -3.67 -5.32
H -1.45 0.34 -3.94
H -2.95 0.35 -3.05
H -3.01 0.38 -4.83
H -1.92 -1.59 -5.89
H -0.63 -1.79 -4.61
H -1.95 -3.82 -3.82
H -0.08 -4.45 -5.48
H -1.29 -4.24 -6.76
H -1.46 -5.44 -5.47
H -3.62 -4.62 -5.02
H -4.06 -3.11 -4.78
C 0.93 3.47 5.41
O 0.01 3.12 4.43
C -0.73 4.20 3.91
C -1.97 3.74 3.14
C -1.59 2.68 2.09
N -2.65 4.85 2.45
H 1.67 4.20 5.05
H 1.44 2.57 5.75
H 0.43 3.91 6.28
H -1.01 4.93 4.68
H -0.05 4.79 3.27
H -2.69 3.28 3.82
H -1.01 3.12 1.28
H -2.43 2.22 1.55
H -1.01 1.90 2.59
H -3.43 4.42 1.97
H -1.99 5.25 1.79
C -3.61 -8.36 3.04
O -3.06 -7.30 2.31
C -1.68 -7.08 2.57
C -1.16 -6.14 1.49
C 0.38 -6.04 1.43
N -1.75 -4.81 1.62
H -4.64 -8.45 2.71
H -3.62 -8.24 4.14
H -3.12 -9.34 2.96
H -1.62 -6.63 3.57
H -1.12 -8.02 2.49
H -1.51 -6.58 0.54
H 0.88 -7.01 1.37
H 0.76 -5.63 2.37
H 0.60 -5.34 0.63
H -1.71 -4.37 0.70
H -2.72 -4.89 1.91
C 2.04 2.53 2.17
O 2.61 2.76 0.90
C 4.02 2.63 0.99
C 4.68 2.46 -0.37
C 4.22 1.14 -1.05
N 6.13 2.44 -0.30
H 1.01 2.19 2.05
H 2.05 3.47 2.73
H 2.46 1.73 2.79
H 4.43 3.55 1.43
H 4.30 1.77 1.60
H 4.33 3.31 -0.97
H 4.14 0.35 -0.30
H 4.85 0.81 -1.87
H 3.18 1.21 -1.38
H 6.54 2.26 -1.21
H 6.56 3.33 -0.07
C -0.23 0.57 -0.81
C 0.11 -0.19 0.46
O -0.67 -1.37 0.56
H -0.09 -0.14 -1.63
H 0.46 1.40 -0.93
H -1.24 0.96 -0.82
H -0.13 0.38 1.36
H 1.20 -0.31 0.52
H -0.45 -1.80 1.41

Values from the calculation:
- Structure (SMILES): COC[C@H](C)N.COC[C@H](C)N.COC[C@H](C)N.COC[C@H](C)N.COC[C@H](C)N.COC[C@H](C)N.COC[C@H](C)N.COC[C@H](C)N.COC[C@H](C)N.COC[C@H](C)N.CCO
- Multiplicity: 1
- HOMO: -0.3173 hartree
- Lowest unoccupied orbital energy: 0.021 Ha
- Frontier orbital gap: 9.20 eV

---

Which formula does entry 2 have?
C42H116N10O11

---

Among the records above, which one has the highest HOMO?
C40H49IN6O2SSbSr